1.
Molecular formula: C40H60O30
Method: DFT, the ωB97M-V functional and the def2-TZVPD basis

The HOMO energy comes out at -0.3812 Eh. Its total charge is 0. The multiplicity is 1. As for the structure (SMILES): C[C@H]1COC(=O)O1.C[C@H]1COC(=O)O1.C[C@H]1COC(=O)O1.C[C@H]1COC(=O)O1.C[C@H]1COC(=O)O1.C[C@H]1COC(=O)O1.C[C@H]1COC(=O)O1.C[C@H]1COC(=O)O1.C[C@H]1COC(=O)O1.C[C@H]1COC(=O)O1.

```
130
Properties=species:S:1:pos:R:3:forces:R:3:lowdin_charge:R:1
H 1.10366 -2.35366 7.02309 0.598 0.674 -0.223 0.15
H -0.28986 0.32451 3.10515 0.000 -0.459 0.508 0.08
H 3.06090 -0.93747 3.76855 -0.400 0.280 -0.107 0.08
H -0.84020 -0.58148 -4.10388 -0.397 -0.446 0.357 0.12
H 0.52799 -1.51600 1.38713 0.220 0.350 0.454 0.13
H -3.37658 4.88917 -3.42891 0.201 -0.256 -0.231 0.09
H 5.61173 2.13724 -4.94339 0.233 0.018 0.177 0.13
C 3.05871 5.77559 -2.47048 -1.228 -1.001 -0.310 -0.56
O 5.73203 0.13223 -4.45498 0.905 0.251 -0.096 0.08
H -2.67714 2.53067 -4.23107 0.047 0.001 -0.143 0.13
C 1.01123 -2.94946 -2.97311 0.177 -0.384 -0.396 -0.02
C -1.18996 -1.23487 0.17330 0.559 -0.788 -1.236 -0.07
C -1.53092 -7.01820 1.47130 0.698 -0.887 1.276 -0.30
O 0.90178 -3.11498 3.12990 -0.074 -0.372 0.244 0.15
C -1.46059 3.46947 1.40475 -0.001 0.347 -0.350 -0.01
C 3.36640 -0.88330 2.71807 0.494 0.092 1.792 -0.01
H -2.20390 -1.55164 0.42642 -0.059 0.857 0.527 0.12
H -1.37070 -7.95280 3.45128 -0.541 0.551 0.040 0.09
H -3.43084 -6.41923 0.88211 -0.315 0.490 0.109 0.13
H -6.88266 -0.58191 -1.08864 0.301 0.218 -0.166 0.08
C -1.64010 2.72591 -3.94919 -0.382 0.221 -0.094 -0.08
H 5.18490 1.03067 3.14300 -0.035 0.159 0.138 0.14
O -1.15951 -0.16444 -0.76769 -0.457 0.829 -0.698 0.05
H -0.98600 3.50964 -1.99344 -0.290 -0.281 0.095 0.11
C 2.93483 5.00869 -0.33532 -0.343 0.450 0.466 -0.28
C -0.81014 -7.29189 2.78324 -0.021 -0.076 0.554 -0.02
H -2.41740 3.99997 1.41324 -0.264 -0.476 -0.088 0.10
H -0.72135 -0.77613 7.77351 0.313 -0.255 0.152 0.09
H 0.11753 -7.86444 2.72428 0.120 0.297 -0.799 0.09
O -0.65208 -3.78414 -4.50371 -0.331 0.436 0.373 0.10
C -0.22247 -0.73457 1.27761 -1.192 -1.543 -0.116 -0.27
H 2.31760 0.96348 2.15256 -0.009 -0.045 0.297 0.13
O -1.07668 -1.91231 -5.63837 -0.093 -0.104 -0.048 0.07
O 0.49940 3.30237 2.86613 0.283 -0.027 0.134 0.06
C -5.87099 -2.45901 -1.32208 -0.371 0.413 -0.728 -0.27
H 2.97566 1.07980 -2.60612 0.404 0.305 0.120 0.08
H -0.94396 -0.30805 6.09593 -0.279 -0.337 0.087 0.09
C -1.07994 -3.25702 -5.67045 -0.068 -0.542 -0.401 -0.57
C 5.16090 1.42916 -4.25217 -0.463 -0.494 -0.098 -0.06
C -5.98530 -4.59720 -0.58445 0.293 -1.703 1.061 -0.59
O -6.71316 -3.53199 -0.85063 -0.414 0.805 -0.327 0.11
O 1.81094 5.20445 -2.33011 0.140 -0.086 -0.261 0.04
O 1.65307 2.43985 4.56410 -0.383 -0.590 0.518 0.16
H -1.79421 0.29320 2.26128 -0.059 -0.078 -0.035 0.09
O -0.84538 4.88448 -3.47478 -0.018 -0.460 0.134 0.05
H 4.39096 -1.25687 2.80121 0.127 0.193 -0.571 0.09
H 0.73899 4.93255 -0.61065 0.085 0.126 0.117 0.12
H 3.98295 2.35158 3.26615 -0.094 -0.029 -0.079 0.12
H -4.01759 -3.23108 -2.32373 -0.404 -0.185 -0.119 0.14
C -0.95173 -0.34584 2.55287 0.029 1.027 -0.597 0.01
C 2.67430 6.04892 0.75058 0.783 -0.739 0.436 -0.01
H 0.61176 -1.11147 -4.79123 0.217 -0.695 0.093 0.13
C -0.43220 4.52441 -4.69751 1.625 -0.060 0.571 -0.58
H -6.19587 -2.26670 -2.34528 0.109 -0.156 -0.060 0.15
H -3.72821 -2.53179 -0.75893 -0.196 0.102 0.066 0.11
O 4.60143 1.74502 -0.75569 0.361 -0.251 -0.161 0.15
C 3.68968 1.19417 -4.61680 -0.403 1.437 -0.230 -0.31
O 3.75556 5.63293 -1.34432 -0.030 -0.131 0.301 0.10
H 5.27306 1.72804 -3.21273 0.220 -0.047 -0.007 0.12
C -1.58332 3.78929 -2.85941 -0.261 1.669 -0.237 -0.28
H 3.48683 4.13359 -0.00119 0.092 0.146 0.325 0.13
C -0.36163 -2.72336 -3.57702 1.390 0.158 -0.208 -0.30
O -0.57392 -6.46074 0.57558 -0.185 -0.269 -0.249 0.11
O -1.40813 -3.91331 -6.60554 -0.156 0.075 -0.039 0.16
O -2.11318 -4.85627 0.76894 0.331 -0.302 0.563 0.06
O -0.44367 -3.58061 4.85753 -0.147 -0.837 0.367 0.07
O 0.29140 1.47113 -1.29331 0.126 0.153 -0.175 0.15
H -1.38384 -1.15937 3.12862 0.429 -0.200 0.056 0.09
H -2.67114 5.35426 -1.92584 -0.184 -0.170 0.318 0.08
O 3.68172 0.35690 0.77514 0.385 0.863 -0.334 0.07
H -0.98974 3.79566 0.47474 0.384 0.123 0.259 0.06
C -0.58564 -3.13996 6.22386 -0.917 0.520 -1.445 -0.06
H -0.86770 -2.06960 -0.46357 0.634 -0.283 0.922 0.11
H 0.49819 0.14161 6.79034 0.309 -0.262 0.585 0.09
O 5.06682 -1.81743 -5.35421 0.392 -0.365 -0.198 0.16
C -4.46673 -3.08775 -1.34006 0.259 0.424 0.833 -0.07
H 1.06274 -3.90287 -2.45026 -0.278 0.412 0.715 0.07
H 2.30951 6.99039 0.34643 -0.070 -0.053 -0.124 0.10
O -0.60467 2.73905 4.67811 -0.188 -0.716 0.730 0.06
O -0.95842 3.33750 -5.03752 -0.239 -0.674 -0.663 0.07
C -0.36783 -1.49495 -4.47889 0.027 1.343 -0.273 -0.09
H 1.70478 1.36731 -3.66071 -0.013 0.321 -0.622 0.07
C 2.75078 1.64794 -3.51324 -0.429 -1.337 0.461 -0.01
O 3.41572 6.25116 -3.49101 0.433 0.437 -0.066 0.18
H -1.62227 -2.80483 6.29129 0.008 -0.183 0.386 0.13
H 3.62158 6.20752 1.26970 -0.040 0.357 -0.039 0.09
C 4.43872 1.40332 0.37343 -0.822 0.181 0.225 -0.55
H 1.99534 5.66758 1.51568 -0.188 -0.061 -0.155 0.07
O -0.26076 -4.50318 -0.43434 0.073 0.309 -0.138 0.15
C -0.10114 0.63702 -0.54332 -0.874 -0.110 0.720 -0.55
H -1.59612 4.44236 4.58828 -0.902 -0.038 -0.155 0.14
C -1.53317 3.55884 3.95112 1.187 0.884 0.420 -0.05
O 4.90126 2.10190 1.43542 -0.230 0.090 -0.367 0.06
C 0.38907 -1.96132 6.28990 0.566 -1.408 2.309 -0.33
H -1.55001 2.38760 1.30666 -0.307 0.024 0.380 0.07
C -0.20961 -0.68966 6.82022 -0.256 1.277 -1.881 -0.02
H -0.37149 -3.97083 6.88932 0.012 0.087 0.058 0.14
C 4.84935 -0.71525 -4.97903 -0.916 -0.226 0.544 -0.58
H 3.49866 1.74622 -5.53881 -0.315 -0.046 -0.022 0.15
O 0.35258 0.43377 0.70738 0.629 0.087 -0.306 0.07
C 3.32008 0.53487 2.18003 0.083 -0.816 -1.186 -0.27
O 0.41248 5.09742 -5.30985 -0.748 0.132 -0.428 0.17
H 2.77830 -1.63089 2.19449 -0.135 0.361 -0.325 0.07
H -0.58019 -6.32765 3.24199 -0.019 -0.164 0.319 0.08
C -0.92011 -5.21988 0.25191 0.087 0.616 -0.452 -0.56
H 1.60717 3.47842 -1.12880 -0.031 0.038 -0.433 0.11
H -2.45619 3.01118 3.79381 -0.054 0.121 0.046 0.14
C 0.59936 2.76914 4.12106 0.500 0.889 -1.570 -0.58
C -6.12585 -1.16104 -0.56108 -0.281 0.101 0.623 -0.01
H -3.07692 -5.68060 2.44198 0.464 0.095 0.152 0.14
H -1.10301 -2.65345 -2.77827 -0.271 -0.291 -0.210 0.13
H -6.56536 -1.26214 0.43484 0.160 -0.669 -0.003 0.09
O -4.67329 -4.32515 -0.67732 0.576 -0.264 -0.470 0.05
H 2.81598 2.71353 -3.30362 0.118 0.028 -0.159 0.09
H -3.63144 3.81815 -2.06276 0.094 0.082 0.244 0.08
C 1.66038 4.56588 -1.06568 0.614 0.429 -0.213 -0.10
C -0.76407 3.93587 2.67115 -0.093 -0.668 -1.005 -0.30
C 4.37188 1.55779 2.63440 0.262 -0.950 0.687 -0.08
O 3.59669 -0.19055 -4.93613 0.107 0.204 0.142 0.08
H -1.17215 1.77428 -3.70388 0.234 0.152 0.141 0.11
H 1.25217 -2.05179 -2.39978 0.190 -0.348 0.465 0.09
C -2.90281 4.48083 -2.53496 -0.126 -0.403 0.301 -0.02
O -6.38394 -5.66949 -0.21948 -0.077 0.773 -0.292 0.15
H -0.56746 4.99916 2.51984 -0.124 0.076 0.591 0.15
H 1.80161 -3.07966 -3.71735 -0.305 0.471 -0.414 0.10
O 1.02292 -1.91879 5.01449 -0.530 -0.045 0.391 0.09
C -2.63871 -5.97580 1.49182 -1.028 -0.558 -0.969 -0.08
C 0.54070 -2.93467 4.25440 0.311 1.101 -1.035 -0.58
H -1.93708 -7.95780 1.09318 0.282 0.108 -0.389 0.15
H -5.22234 -0.57594 -0.38770 0.060 0.053 -0.448 0.08
```
Positions in Å, forces in eV/Å.

2.
Molecular formula: C40H61AsBClI2KN7O
Method: DFT, the ωB97M-V functional and the def2-TZVPD basis

The HOMO energy comes out at -0.0394 Eh. Its total charge is -2. The multiplicity is 1.

```
115
Properties=species:S:1:pos:R:3:forces:R:3:lowdin_charge:R:1
H 1.58452 2.23532 -5.48913 0.007 0.031 -0.005 0.07
N -1.63846 1.89538 -2.10227 -0.067 -0.146 0.076 0.09
H 1.42148 -5.32082 -1.90933 0.015 -0.043 0.002 0.10
As 3.23884 0.69034 -2.19133 0.203 -0.054 0.071 1.25
C 1.59953 2.82388 0.65814 -0.082 -0.008 -0.037 -0.07
C 2.07219 3.00267 3.09199 0.079 0.028 -0.019 -0.07
H -4.43837 -1.53602 1.24479 0.017 -0.022 -0.029 0.08
H -2.76237 -2.50864 4.39049 -0.002 -0.032 0.025 0.10
H 4.41908 2.55494 0.58926 -0.020 -0.009 -0.044 0.06
H 0.64242 -3.39084 -5.25169 -0.026 0.012 -0.013 0.08
C -1.26480 -3.47898 -3.24026 -0.019 0.019 -0.016 -0.04
H 4.73374 -1.94293 3.85733 -0.010 0.005 -0.010 0.07
C 2.04383 1.60946 -3.47691 -0.005 0.052 0.153 -0.45
H -0.87523 -4.29137 4.83194 -0.010 0.008 -0.001 0.07
C -1.95354 4.08154 -3.01264 -0.152 -0.118 -0.045 -0.05
C 0.73626 -3.19079 -1.81937 -0.075 0.039 -0.059 -0.28
C 3.65253 0.23561 2.68016 -0.055 -0.098 0.005 0.01
C -2.17008 -1.12268 2.73093 -0.088 0.149 -0.050 -0.26
C -3.13720 3.70001 -3.58246 0.097 -0.018 0.067 -0.04
C -1.57829 3.85186 2.72237 0.035 0.143 0.047 -0.64
H -0.31331 -1.29642 -4.52871 0.023 -0.006 -0.007 0.10
N 0.69492 -2.31454 -0.83081 -0.113 0.095 0.164 0.07
C -3.60322 0.54352 3.88661 -0.047 0.047 -0.048 -0.05
I -5.22943 -2.13415 -2.47328 -0.028 -0.161 0.039 0.85
C 4.09721 -1.27501 -4.36967 0.001 -0.002 -0.118 -0.18
H 2.30322 -6.11538 0.41263 -0.012 0.005 -0.005 0.07
H 2.68588 2.64831 3.92312 0.038 -0.005 0.022 0.08
C -3.35236 -0.18795 2.56168 -0.044 0.003 0.004 -0.53
H 3.22826 -1.21968 -5.02598 0.009 0.002 0.010 0.04
H 0.66610 2.27160 0.76649 0.007 0.044 0.047 0.05
H -0.56788 -0.88622 -2.84732 0.060 -0.043 0.013 0.04
C -3.16785 0.85884 1.45241 0.037 -0.245 0.147 -0.05
H -1.67082 -3.37910 -4.25106 -0.035 0.002 -0.017 0.08
H -1.13718 3.79306 1.70992 -0.056 -0.067 0.005 -0.17
H -6.21368 0.29632 -4.04900 0.002 0.031 -0.011 0.08
H -2.77763 1.21552 4.12158 0.044 -0.015 0.005 0.08
H -3.73769 -0.16186 4.70952 0.001 -0.031 0.031 0.07
H -5.46872 -0.41526 2.14476 -0.013 0.016 0.002 0.08
H 1.35191 3.88446 0.74546 0.047 0.023 -0.028 0.08
N 1.14740 -2.93667 0.28916 -0.067 -0.017 0.020 0.04
C 4.91433 1.62265 -2.70989 -0.201 0.025 -0.151 -0.47
H 4.63662 2.95330 2.30082 0.004 -0.050 0.011 0.07
C 3.82764 -2.25602 3.33664 0.077 -0.037 0.034 -0.04
H 2.08665 4.09480 3.07898 0.004 -0.054 -0.008 0.02
H 4.53264 -1.39077 -2.25613 -0.012 0.024 -0.043 0.05
H -0.96276 3.13886 3.30465 -0.086 0.053 -0.039 -0.16
N -0.25334 -2.05972 2.36316 -0.109 -0.027 -0.020 0.03
C 1.01666 -3.62372 -4.25175 -0.041 -0.027 0.005 -0.05
H 2.23770 0.60764 -5.39655 -0.024 0.031 0.020 0.04
B 1.15451 -2.33004 1.74640 0.008 -0.162 -0.010 -0.48
C -4.57808 -1.04516 2.20948 0.004 0.010 0.006 -0.05
C 2.58526 2.43641 1.75902 0.016 0.031 -0.002 -0.54
C -2.82431 1.49961 -2.62698 0.046 0.016 0.063 -0.13
H 2.94746 -4.83810 1.44975 0.000 0.013 0.007 0.07
C 2.70336 0.93952 1.91033 0.086 0.072 -0.095 -0.28
Cl -5.84150 2.95896 -4.90484 -0.075 0.050 -0.060 0.61
H 4.80855 -0.51408 -4.69976 0.000 -0.005 0.005 0.05
C -0.82885 -2.75710 3.37362 -0.013 -0.100 0.032 -0.28
H 3.15165 -2.70151 4.06840 -0.018 0.015 -0.006 0.07
H -1.91572 -2.93117 -2.55902 -0.008 0.022 0.041 0.06
C 3.95677 3.04436 1.45025 0.037 0.038 -0.035 -0.05
H -3.73063 4.39485 -4.16109 0.008 0.019 0.001 0.08
H 1.61274 -3.21017 2.40708 0.076 -0.046 0.096 0.09
N 2.09646 -1.12661 1.90675 0.140 0.175 -0.242 0.03
H 5.09765 1.52094 -3.78332 -0.008 0.011 0.032 0.04
H 1.02894 1.26370 -3.27257 0.019 -0.024 0.011 0.03
H -2.89669 0.39029 0.50604 -0.085 -0.007 0.061 0.03
H 1.09047 -0.96959 -3.51075 0.009 0.013 0.044 0.04
H 4.56205 -2.25150 -4.53723 -0.003 0.000 0.023 0.06
H 2.01218 2.62376 -0.33405 -0.004 -0.029 0.008 0.03
C 3.70492 -1.09955 -2.91257 0.014 0.064 0.175 -0.44
C 2.04783 -5.20294 0.95339 0.049 -0.046 0.028 -0.03
H -1.27635 -4.53559 -2.96473 0.018 -0.028 -0.003 0.08
H 6.32131 0.08083 -2.11253 -0.008 -0.003 -0.009 0.05
H -4.50279 1.15846 3.80752 -0.021 0.007 -0.005 0.08
C 1.25372 -4.41148 -1.35730 0.051 -0.045 0.096 0.01
O -2.53610 -0.64226 -1.62817 -0.499 -0.202 -0.329 -0.24
H 5.94302 1.23275 -0.83975 -0.009 -0.003 -0.007 0.05
H 0.97818 -4.70789 -4.12888 0.011 -0.022 0.018 0.07
H -0.03022 -4.75826 3.35395 -0.003 0.005 -0.007 0.06
H -4.12643 1.35832 1.29392 0.035 0.092 0.028 0.09
C 3.22003 -1.07305 2.65737 0.063 0.000 0.117 -0.28
H -4.75558 -1.81442 2.96393 -0.006 -0.024 0.024 0.07
C -5.26538 0.63767 -3.65364 -0.129 0.020 -0.099 -0.21
H 2.06209 -3.31574 -4.19767 0.025 0.030 0.012 0.07
N -1.08742 -1.05491 1.98670 0.193 -0.015 -0.215 0.06
C 0.16146 -2.91448 -3.19251 0.076 0.013 -0.077 -0.53
C -4.84474 1.90964 -3.92126 0.132 -0.060 0.098 -0.63
I -0.47982 5.75864 3.34215 -0.119 0.041 0.008 0.21
H 1.32982 -5.45966 1.73289 -0.001 0.010 -0.005 0.06
C -1.23268 3.12911 -2.27346 0.039 0.034 -0.033 -0.14
N 1.80579 0.10888 1.42350 -0.555 -0.124 0.075 0.12
K -0.55488 -0.04078 -0.33415 0.676 0.681 0.158 0.68
C 0.09983 -1.42140 -3.52240 -0.059 -0.069 -0.061 -0.04
H 0.75203 -3.68280 4.50499 0.004 -0.003 -0.002 0.07
H -2.44698 1.62784 1.73518 0.060 -0.018 -0.041 0.06
H 2.88721 -1.76409 -2.63029 -0.017 0.017 -0.016 0.02
H 7.01866 1.69465 -2.16336 -0.013 0.013 0.009 0.06
H 3.30877 1.99435 -5.21023 0.009 -0.017 0.016 0.06
H 4.51003 0.62819 3.20126 0.022 -0.019 0.038 0.10
C 2.31523 1.60851 -4.97152 0.042 -0.071 -0.113 -0.17
H 4.73182 2.68362 -2.51610 0.005 -0.021 0.005 0.06
H 1.03770 2.70350 3.26592 0.092 -0.041 -0.004 0.06
H 4.09849 -3.03926 2.62632 -0.008 -0.009 -0.016 0.07
H -0.29281 3.40900 -1.80677 0.018 -0.049 0.029 0.10
C -3.61426 2.38249 -3.39716 -0.160 0.090 -0.131 -0.18
H 2.08146 2.63606 -3.09234 -0.035 -0.018 -0.041 0.05
C -0.20631 -3.93502 4.04797 0.036 -0.034 0.053 -0.04
C 1.49691 -4.20732 -0.01481 0.022 -0.109 0.006 -0.28
C -4.50053 -0.23136 -2.87566 -0.037 0.145 -0.087 -0.66
C 6.11314 1.13454 -1.91399 0.106 -0.058 0.085 -0.20
C -2.05604 -2.19203 3.64092 0.094 -0.058 0.038 0.01
H -1.57118 5.08857 -3.10838 -0.027 0.021 -0.022 0.10
H 3.84948 4.10848 1.22577 -0.009 0.021 0.025 0.08
C -3.25388 0.11464 -2.32511 0.278 0.202 0.002 -0.49
```
Positions in Å, forces in eV/Å.

We obtain Kohn-Sham gap values of 9.9; 4.7 eV for the records listed above, in that order.
We obtain E values of -103879.83455; -161517.22384 eV for the records listed above, in that order.
We obtain ΔE to the lowest compared entry with this formula, charge and spin values of 184.8; 59.0 kJ/mol for the records listed above, in that order.